Entry 1:
{
  "formula": "C3H9PS3",
  "method": "ωB97M-V/def2-TZVPD",
  "symbols": ["C", "C", "S", "C", "S", "S", "H", "H", "H", "H", "H", "H", "P", "H", "H", "H"],
  "xyz": [[-0.796088, 1.051181, 1.330895], [-1.311956, 0.554162, 0.134693], [-0.283958, 1.009549, -1.387134], [-1.468691, -1.060644, 0.033318], [-0.354172, -2.060337, 0.606837], [-3.022630, -1.602000, -0.642084], [-0.638271, 2.190508, 1.161218], [-1.558345, 0.979171, 2.057448], [0.207037, 0.777647, 1.669029], [-2.265584, 1.016110, -0.226056], [-1.319022, 1.457277, -2.200235], [-2.577389, -2.885900, -1.143077], [3.746284, 0.001937, 0.082278], [4.776680, -1.020998, 0.223363], [2.770375, -0.798666, -0.402770], [4.095732, 0.391000, -1.297723]],
  "atomic_forces_ev_per_a": [[2.210, 4.499, 1.985], [-1.956, -3.095, -5.710], [-0.667, 0.103, -0.230], [-0.448, 1.510, 0.350], [0.405, -0.122, -0.020], [1.116, -1.221, -0.918], [-0.455, -1.598, 0.383], [-0.455, -0.292, 1.426], [-0.399, -0.772, -0.113], [0.478, -0.476, 1.041], [0.818, -0.439, 0.811], [-0.594, 1.899, 0.996], [1.675, 0.895, -0.508], [-0.709, 0.513, -0.301], [-1.018, -1.129, -0.319], [-0.001, -0.275, 1.126]],
  "max_force_ev_per_a": 6.78,
  "e_above_lowest_kcal_mol": 84.8,
  "orbital_gap_ev": 8.34,
  "total_charge": 0,
  "lumo_ev": -0.45
}


Entry 2:
{
  "formula": "C32H26ClIN6O10",
  "method": "ωB97M-V/def2-TZVPD",
  "symbols": ["N", "C", "C", "C", "C", "N", "C", "C", "O", "Cl", "C", "C", "O", "I", "H", "H", "H", "H", "H", "H", "O", "N", "O", "C", "C", "C", "C", "C", "C", "H", "H", "H", "H", "H", "O", "N", "O", "C", "C", "C", "C", "C", "C", "H", "H", "H", "H", "H", "O", "N", "O", "C", "C", "C", "C", "C", "C", "H", "H", "H", "H", "H", "O", "N", "O", "C", "C", "C", "C", "C", "C", "H", "H", "H", "H", "H"],
  "xyz": [[2.954111, 4.994747, 4.007780], [2.262513, 5.824691, 3.253901], [1.605229, 6.664754, 2.007976], [1.941031, 6.074558, 0.516280], [1.993893, 7.395299, -0.500932], [1.847533, 8.466226, -1.248080], [0.642622, 5.168908, 0.002840], [0.617445, 3.653343, 0.640847], [1.085265, 2.645484, -0.139332], [-0.024461, 3.217318, 2.336418], [3.357826, 5.260542, 0.389795], [4.684679, 6.085777, 0.882911], [4.712998, 7.292169, 1.454111], [6.628799, 5.031577, 0.600344], [1.935580, 7.795768, 2.041895], [0.424331, 6.655698, 2.180501], [-0.365399, 5.722213, 0.282005], [0.701792, 5.066994, -1.171439], [3.513580, 5.047084, -0.774586], [3.357117, 4.203153, 0.904146], [-2.768602, 5.419287, 2.216088], [-2.952929, 4.634452, 1.273877], [-2.252596, 4.587933, 0.252402], [-4.080613, 3.700127, 1.373062], [-4.921296, 3.743307, 2.493847], [-6.006659, 2.868443, 2.571268], [-6.245765, 1.957414, 1.541222], [-5.400792, 1.909474, 0.431120], [-4.313836, 2.781312, 0.341147], [-4.748547, 4.447434, 3.304844], [-6.668815, 2.898752, 3.433930], [-7.096600, 1.281093, 1.603438], [-5.592030, 1.194633, -0.366173], [-3.666507, 2.733626, -0.532030], [0.005314, -4.352407, -1.295390], [1.220328, -4.127277, -1.399131], [2.050891, -4.942409, -1.825470], [1.708806, -2.806867, -0.983945], [0.809897, -1.867260, -0.460620], [1.284345, -0.621704, -0.044827], [2.642090, -0.317708, -0.155529], [3.533381, -1.251490, -0.686805], [3.071138, -2.501485, -1.103353], [-0.251054, -2.088848, -0.367680], [0.595652, 0.111850, 0.368881], [3.008219, 0.652728, 0.175236], [4.589615, -1.006011, -0.772574], [3.778980, -3.219462, -1.512272], [-7.094430, -0.737916, -0.885023], [-7.147508, -0.772456, -2.123447], [-7.875436, -0.045793, -2.814911], [-6.293482, -1.743774, -2.817459], [-5.482176, -2.611224, -2.073091], [-4.690203, -3.549383, -2.737944], [-4.706106, -3.616039, -4.132019], [-5.507095, -2.743906, -4.871210], [-6.305559, -1.803361, -4.217376], [-5.458610, -2.572016, -0.986232], [-4.062180, -4.231499, -2.168858], [-4.091132, -4.352995, -4.645736], [-5.511788, -2.800083, -5.957520], [-6.926694, -1.132904, -4.807651], [7.089379, -4.303375, 0.439855], [5.929914, -4.572472, 0.787609], [5.023401, -3.736716, 0.913254], [5.610700, -5.976069, 1.074819], [6.615078, -6.949391, 0.981879], [6.311238, -8.279170, 1.279809], [5.016067, -8.632164, 1.661998], [4.015257, -7.662458, 1.743564], [4.307773, -6.328894, 1.450799], [7.629245, -6.690470, 0.685599], [7.085477, -9.040862, 1.217091], [4.785315, -9.669415, 1.898779], [3.007567, -7.945918, 2.039295], [3.517488, -5.584516, 1.522182]],
  "atomic_forces_ev_per_a": [[-6.698, 7.959, -7.040], [5.524, -6.195, 3.794], [-0.538, 0.472, 1.173], [-0.067, 0.496, -0.270], [-1.717, 7.227, -4.727], [1.474, -10.216, 7.054], [-0.186, 0.287, 0.103], [2.693, -4.944, -4.915], [-3.156, 6.663, 5.515], [0.902, 0.990, -2.392], [0.463, 0.098, -1.158], [-0.593, 5.902, 3.025], [-0.625, -8.058, -3.945], [-1.483, 0.632, 0.120], [-0.375, -2.494, 0.266], [2.647, -0.105, -0.374], [2.297, -1.198, -0.524], [-0.103, -0.163, 2.545], [-0.190, 0.448, 2.526], [-0.118, 2.247, -0.750], [-0.073, -1.119, -1.548], [0.530, 0.725, 0.291], [-0.918, 0.114, 1.288], [-0.692, -0.567, 0.063], [0.011, 0.009, -0.023], [0.295, 0.024, -0.319], [0.087, 0.059, -0.010], [0.139, 0.281, 0.232], [-0.018, 0.019, 0.039], [0.119, -0.099, -0.317], [0.187, 0.036, -0.170], [0.195, 0.124, -0.058], [0.046, 0.173, 0.199], [-0.060, 0.170, 0.299], [1.662, 0.218, -0.181], [-0.321, -1.046, -0.355], [-1.252, 1.077, 0.605], [0.369, 0.854, 0.267], [0.090, 0.027, 0.027], [0.120, -0.333, -0.115], [0.028, -0.160, -0.068], [-0.432, -0.058, 0.018], [-0.082, -0.007, -0.033], [0.315, -0.142, -0.094], [0.164, -0.160, -0.134], [-0.130, -0.194, -0.086], [-0.221, -0.147, 0.024], [-0.354, 0.069, 0.116], [-0.079, 0.036, -1.610], [-0.834, 0.861, 0.347], [1.103, -1.049, 1.128], [0.567, -0.681, -0.447], [-0.032, 0.023, -0.064], [-0.226, 0.247, -0.178], [-0.081, 0.092, 0.054], [-0.012, 0.035, 0.428], [0.001, -0.014, 0.031], [-0.159, 0.137, -0.285], [-0.140, 0.187, -0.085], [-0.120, 0.166, 0.119], [-0.037, 0.060, 0.240], [0.084, -0.092, 0.343], [-1.732, -0.345, 0.488], [0.380, 1.212, -0.258], [1.322, -1.144, -0.187], [-0.217, -0.970, 0.221], [-0.066, 0.027, 0.023], [-0.281, 0.304, 0.018], [0.015, 0.142, -0.028], [0.394, 0.111, -0.107], [0.060, 0.000, -0.007], [-0.326, 0.149, 0.066], [-0.137, 0.211, -0.008], [0.046, 0.218, -0.060], [0.205, 0.122, -0.082], [0.350, -0.039, -0.085]],
  "max_force_ev_per_a": 12.56,
  "orbital_gap_ev": 8.52,
  "total_charge": 0,
  "lumo_ev": -1.25
}